Record 1
{"formula": "C12H87B2Cl2O37", "method": "ωB97M-V with the def2-TZVPD basis set", "charge": -1, "lumo_ev": 1.58, "orbital_gap_ha": 0.2719, "species": ["C", "C", "O", "C", "C", "O", "C", "C", "O", "B", "C", "Cl", "C", "C", "Cl", "O", "C", "B", "O", "C", "C", "H", "H", "H", "H", "H", "H", "H", "H", "H", "H", "H", "H", "H", "H", "H", "H", "H", "H", "H", "H", "H", "H", "H", "O", "H", "H", "O", "H", "H", "O", "H", "H", "O", "H", "H", "O", "H", "H", "O", "H", "H", "O", "H", "H", "O", "H", "H", "O", "H", "H", "O", "H", "H", "O", "H", "H", "O", "H", "H", "O", "H", "H", "O", "H", "H", "O", "H", "H", "O", "H", "H", "O", "H", "H", "O", "H", "H", "O", "H", "H", "O", "H", "H", "O", "H", "H", "O", "H", "H", "O", "H", "H", "O", "H", "H", "O", "H", "H", "O", "H", "H", "O", "H", "H", "O", "H", "H", "O", "H", "H", "O", "H", "H", "O", "H", "H", "O", "H", "H"], "positions_angstrom": [[1.1247, 0.9859, 1.9144], [1.6432, -0.0252, 0.8960], [1.6177, 0.4794, -0.4418], [0.6656, -0.2724, -1.1903], [0.5827, 0.1101, -2.6630], [0.1994, -1.0853, -3.3242], [-1.1497, -1.1227, -3.7629], [-2.1732, -0.9989, -2.6317], [-1.8538, -1.6689, -1.4600], [-2.7526, -2.8629, -1.2705], [-1.7572, -4.0967, -0.9721], [-0.8668, -4.6510, -2.3707], [-1.5020, -4.7252, 0.1876], [-0.5065, -5.8127, 0.4798], [-2.3351, -4.2844, 1.6806], [-3.4166, -2.9495, -2.5807], [-3.5674, -1.6057, -2.9729], [-4.7282, -0.8892, -2.1451], [-4.4260, 0.1066, -1.2230], [-6.2304, -1.3362, -2.3394], [-7.1294, -0.8241, -1.1986], [0.6378, 1.8319, 1.4596], [0.3905, 0.4875, 2.5387], [1.9127, 1.2783, 2.5953], [1.0208, -0.9059, 1.0040], [2.6480, -0.3577, 1.1525], [-0.3092, -0.1075, -0.7381], [0.8885, -1.3347, -1.1620], [1.5551, 0.4358, -3.0337], [-0.1326, 0.9082, -2.8479], [-1.2929, -2.0572, -4.3011], [-1.3354, -0.3124, -4.4727], [-2.1886, 0.0728, -2.3943], [-3.4617, -2.6105, -0.3004], [0.3997, -5.3134, 0.7994], [-0.3447, -6.4751, -0.3564], [-0.8850, -6.3436, 1.3460], [-3.7459, -1.4899, -4.0485], [-3.8757, -0.2797, -0.5328], [-6.2014, -2.4177, -2.2249], [-6.6271, -1.0594, -3.3146], [-6.9320, -1.3705, -0.2836], [-8.1606, -1.0516, -1.4757], [-7.0736, 0.2468, -1.0767], [-0.7932, 2.9298, 2.8714], [-1.2942, 3.2166, 2.0917], [-0.8233, 3.6932, 3.4631], [2.6796, -0.9509, -4.9575], [3.4528, -1.5245, -4.9311], [1.9575, -1.4812, -4.5785], [4.7687, 0.9897, 0.9902], [4.0496, 1.0292, 0.3480], [5.0043, 0.0538, 1.0302], [5.1568, 1.1835, -1.9922], [5.2418, 2.1256, -2.1699], [5.3278, 1.1175, -1.0420], [1.3389, 4.3022, 3.8153], [1.0710, 3.4709, 3.3972], [2.2130, 4.1195, 4.1798], [1.3894, -1.8817, 3.3230], [2.1508, -2.4682, 3.2656], [0.7101, -2.4184, 3.7483], [-4.1497, -5.4220, -2.7743], [-3.8160, -4.5030, -2.7543], [-3.9586, -5.7609, -1.8962], [3.3911, 0.5562, 4.3716], [3.9281, 1.1723, 3.8549], [3.2696, -0.1918, 3.7773], [-2.7626, 4.1960, 4.8167], [-2.8385, 5.0230, 5.3032], [-3.3326, 3.5789, 5.2906], [-7.8779, 2.5364, -0.7006], [-8.1622, 2.9386, -1.5257], [-6.9179, 2.4982, -0.7687], [1.8154, -5.9741, 2.4202], [2.5844, -6.5480, 2.4756], [1.0836, -6.5082, 2.7305], [3.0861, 2.5436, -3.5865], [2.3930, 2.4844, -4.2518], [3.3548, 1.6290, -3.4266], [-7.5738, -4.2369, -2.2260], [-8.0839, -4.2579, -3.0398], [-7.1768, -5.1121, -2.1730], [-0.3502, -5.7752, 4.3184], [-0.7013, -5.4712, 3.4680], [-0.5011, -5.0207, 4.8961], [5.7560, -1.4020, -0.6128], [5.3099, -0.9849, -1.3610], [6.6477, -1.5620, -0.9326], [3.1642, 3.0056, -0.5463], [2.5384, 2.2634, -0.5677], [2.5988, 3.7804, -0.4540], [6.2092, 4.4195, -1.8295], [6.5066, 5.2523, -1.4461], [5.2500, 4.4430, -1.7295], [7.7935, 7.0326, -1.6262], [8.5064, 7.6725, -1.5671], [8.1476, 6.3351, -2.1944], [-1.0384, -8.6559, 2.5694], [-0.7000, -7.9694, 3.1547], [-1.9858, -8.4920, 2.5457], [0.7126, 4.4718, -1.8572], [1.4401, 4.0636, -2.3438], [0.3582, 5.1210, -2.4706], [-2.1933, 4.1209, 0.6542], [-2.6278, 4.0061, -0.1949], [-2.2479, 5.0625, 0.8405], [8.2711, 5.7467, -4.3256], [7.5715, 5.6313, -4.9740], [8.5725, 4.8506, -4.1439], [-2.6151, 0.9762, 4.5807], [-2.0643, 1.6438, 4.1387], [-2.7451, 0.3063, 3.9040], [0.8027, 4.9692, -4.8292], [0.3700, 5.3495, -5.5988], [1.7093, 4.8155, -5.1137], [-6.7081, -5.3335, -3.9905], [-7.0870, -6.0927, -4.4402], [-5.8199, -5.6266, -3.7109], [2.5681, -2.5308, -7.3456], [2.1410, -2.2384, -8.1540], [2.4969, -1.7754, -6.7376], [-2.5475, 1.9869, -4.3039], [-2.9774, 1.5244, -3.5733], [-3.2178, 2.5831, -4.6482], [-0.2325, 3.4309, 6.7668], [-0.8926, 3.5150, 6.0696], [0.0016, 2.4948, 6.7530], [-1.3731, -1.8118, 4.8091], [-1.8076, -1.8405, 3.9502], [-1.4384, -0.8837, 5.0871], [4.3107, 4.3708, 5.4180], [4.8496, 5.0865, 5.7627], [4.4301, 3.6551, 6.0522], [-0.6967, 0.9345, 7.9766], [-0.8048, 1.7564, 8.4687], [-1.2664, 0.3054, 8.4270], [5.8006, 1.5647, 6.1045], [5.0548, 1.3174, 5.5429], [6.5683, 1.2077, 5.6516]], "forces_ev_per_angstrom": [[0.1274, -0.7135, 0.1191], [-0.3210, 0.1930, 0.4622], [0.4377, -0.2566, -0.0277], [-0.3512, 0.7575, -0.0557], [0.2080, -0.2969, 0.5261], [0.1403, -0.0417, -0.7781], [-0.2323, -0.3642, -0.0297], [-0.2423, 0.0329, 0.0377], [0.4359, -0.1470, 0.3786], [1.0731, 0.8827, 0.1798], [-0.5852, -0.6455, 1.0342], [0.3087, -0.0789, 0.0065], [0.0516, -0.1140, -1.0334], [-0.5290, 0.9200, 0.2849], [-0.1677, 0.3450, 0.0090], [-0.2379, -0.2992, 0.1417], [0.8012, 1.4681, -0.2867], [-0.5349, -0.2703, -0.2099], [-0.5454, -0.1879, 0.1495], [0.6732, 0.7301, 1.2074], [-0.6058, -0.4013, -1.1192], [0.1438, 0.2328, -0.2622], [-0.1796, 0.0518, 0.1266], [0.0984, 0.5053, -0.0027], [-0.0641, -0.2398, -0.4452], [0.1854, 0.0714, -0.1588], [-0.1255, -0.2736, 0.1225], [0.1139, -0.1593, 0.1323], [0.0580, -0.1416, -0.0298], [-0.0819, 0.1645, -0.0382], [0.2098, -0.2618, 0.1139], [-0.0238, 0.1590, -0.0939], [-0.4522, 0.1317, 0.0565], [-0.4400, -0.2428, -0.1289], [0.4411, -0.2068, -0.1896], [0.1362, -0.1054, -0.1668], [0.0605, -0.5072, -0.1050], [-0.1942, -0.4308, -0.1399], [0.6950, 0.2011, -0.0789], [-0.0656, -0.2696, -0.6255], [-0.0419, -0.2263, -0.2290], [0.1869, 0.1969, 0.2652], [-0.1799, 0.0039, 0.2150], [0.1289, 0.1511, 0.3328], [-0.4581, 0.0609, 0.3314], [0.0163, -0.0682, -0.0803], [-0.1444, -0.0143, 0.0162], [-0.0042, -0.1926, -0.1720], [0.0311, 0.0164, 0.1442], [-0.1317, 0.2795, 0.2084], [0.2052, -0.1714, 0.0879], [-0.2057, 0.2080, 0.1861], [0.0830, -0.0161, -0.1755], [0.1550, -0.3074, -0.0708], [-0.0440, 0.0990, -0.0011], [0.0808, 0.1896, 0.0536], [0.1910, -0.2009, -0.0581], [0.0663, 0.1381, -0.0931], [0.0211, 0.2055, 0.1604], [0.2872, -0.1406, 0.0493], [-0.0774, -0.1413, -0.1145], [-0.1425, 0.2293, 0.1287], [-0.3163, -0.7801, -0.0458], [-0.2099, 0.3231, -0.2928], [0.0416, -0.0602, 0.0291], [0.5722, 0.2853, 0.0968], [-0.2293, -0.0010, -0.2637], [-0.2576, -0.0779, 0.0706], [0.0630, 0.0461, 0.1911], [0.0258, 0.0315, 0.0043], [0.0067, -0.1260, -0.1215], [0.0218, 0.2313, 0.0163], [-0.0329, -0.0203, -0.0406], [0.0138, -0.1183, 0.0539], [0.5677, 0.0842, -0.0818], [0.0148, -0.0147, -0.0171], [-0.0619, -0.0478, 0.2226], [-0.1151, 0.2307, -0.2838], [-0.0239, -0.1824, -0.0114], [0.0444, 0.0468, 0.1735], [-1.1914, 0.8929, 2.0906], [0.3813, -0.0323, 0.1801], [-0.1521, 0.4382, -0.1854], [-0.2591, -0.0958, -0.2973], [-0.0990, 0.1465, 0.0681], [0.0266, -0.0075, 0.1283], [-0.0995, -0.0840, -0.0130], [-0.0173, 0.0500, -0.0226], [0.0541, 0.0255, 0.0306], [-0.0296, 0.1306, 0.0601], [-0.1150, -0.0598, -0.1926], [-0.0609, -0.0196, 0.1341], [-0.0906, 0.0120, -0.1025], [-0.0230, 0.0419, 0.0842], [-0.0351, -0.1062, 0.0756], [0.0641, -0.2346, 0.1132], [-0.0019, 0.0722, 0.0633], [-0.1418, 0.2203, -0.3058], [0.0678, 0.0177, 0.0591], [-0.0706, -0.0341, 0.1842], [-0.0390, 0.0083, -0.0418], [0.1647, 0.0291, 0.1975], [-0.0383, -0.1628, -0.0284], [0.0280, -0.0537, -0.1574], [-0.1289, 0.1086, 0.0793], [0.0889, -0.1539, -0.0677], [0.0575, 0.0278, 0.0112], [0.2969, -0.0951, 0.0170], [-0.1520, 0.0487, 0.0863], [-0.0589, -0.0578, -0.0074], [0.1796, 0.0910, 0.0548], [0.1100, 0.0206, -0.1339], [-0.2007, 0.1017, -0.1376], [0.0659, 0.0471, -0.0708], [-0.0646, -0.0253, -0.0159], [0.0648, 0.0233, 0.0697], [0.6439, -1.5208, -1.7862], [0.1074, -0.1542, -0.2696], [0.2844, 0.4031, 0.1042], [0.0502, 0.1498, -0.0119], [-0.0334, -0.0282, -0.0454], [-0.0490, -0.1028, 0.0019], [-0.0704, 0.0242, 0.0273], [0.0593, -0.0295, 0.0138], [-0.0359, 0.0118, -0.0056], [-0.0655, -0.0428, 0.1720], [0.0166, 0.0864, -0.0943], [0.0236, 0.0403, -0.1516], [0.0172, 0.0199, 0.0086], [0.0169, -0.0870, -0.0376], [0.0708, -0.1281, -0.0317], [-0.1541, -0.0822, 0.0011], [0.0137, 0.0677, -0.0406], [0.1139, -0.0718, -0.0414], [-0.0122, -0.0447, 0.2518], [-0.0231, 0.0722, -0.0944], [0.0032, -0.1197, -0.0809], [-0.0776, 0.1265, 0.0223], [-0.1055, -0.2924, 0.1397], [0.0570, 0.0295, -0.0252]]}


Record 2
{"formula": "C21H30IN2O4RuSSi", "method": "ωB97M-V with the def2-TZVPD basis set", "lumo_ev": [-0.35, -0.48], "orbital_gap_ha": [0.2854, 0.2814], "spin_multiplicity": 2, "species": ["Ru", "C", "Si", "C", "N", "C", "C", "C", "C", "C", "C", "C", "C", "C", "C", "C", "C", "C", "C", "C", "C", "C", "H", "H", "H", "H", "H", "H", "H", "H", "H", "H", "H", "H", "H", "H", "H", "H", "H", "H", "H", "H", "H", "H", "H", "H", "C", "S", "C", "O", "H", "H", "H", "H", "H", "H", "O", "N", "O", "O", "I"], "positions_angstrom": [[2.1005, 0.2268, -0.0411], [0.6794, -0.2032, -1.4625], [-1.0524, -0.1642, -0.7713], [-1.4551, -1.4877, 0.5687], [-0.4140, -2.2876, 1.2041], [0.1736, -3.3393, 0.3898], [0.7893, -4.4185, 1.2979], [1.1377, -3.8383, 2.6718], [1.6584, -2.4145, 2.5155], [0.5845, -1.5327, 1.8687], [-2.2900, -0.5086, -2.1541], [-2.0235, -1.5329, -3.0689], [-2.9221, -1.8589, -4.0734], [-4.1182, -1.1628, -4.1835], [-4.4059, -0.1458, -3.2860], [-3.4998, 0.1757, -2.2831], [-1.4509, 1.5752, -0.1627], [-1.7843, 1.9008, 1.1510], [-2.1006, 3.2040, 1.5163], [-2.1010, 4.2117, 0.5622], [-1.7651, 3.9128, -0.7527], [-1.4372, 2.6109, -1.1032], [0.7262, 0.4555, -2.3339], [0.9168, -1.2151, -1.8123], [-2.1479, -2.1832, 0.0878], [-2.0456, -1.0018, 1.3544], [0.9454, -2.9255, -0.2802], [-0.6078, -3.7621, -0.2419], [1.6888, -4.8133, 0.8209], [0.0965, -5.2525, 1.4174], [1.8857, -4.4586, 3.1672], [0.2508, -3.8297, 3.3072], [2.5540, -2.4322, 1.8913], [1.9546, -1.9910, 3.4752], [1.0841, -0.8581, 1.0947], [0.1278, -0.8268, 2.5656], [-1.0899, -2.0840, -3.0046], [-2.6895, -2.6521, -4.7728], [-4.8215, -1.4119, -4.9679], [-5.3370, 0.4010, -3.3672], [-3.7417, 0.9760, -1.5932], [-1.7977, 1.1318, 1.9154], [-2.3619, 3.4293, 2.5431], [-2.3666, 5.2244, 0.8399], [-1.7635, 4.6925, -1.5045], [-1.1838, 2.3943, -2.1361], [1.6911, 4.2017, 0.5616], [1.8786, 2.9540, 1.8179], [3.6571, 2.8212, 1.8660], [1.3508, 1.6401, 1.2292], [2.2246, 3.9031, -0.3389], [2.0786, 5.1328, 0.9774], [0.6221, 4.2933, 0.3733], [4.0358, 3.7543, 2.2841], [4.0532, 2.6334, 0.8691], [3.8947, 1.9924, 2.5313], [5.1178, -2.0185, 0.2399], [4.1861, -1.2735, 0.1927], [4.0420, -0.2685, 0.9538], [3.2135, -1.4394, -0.6328], [3.3744, 1.7440, -1.7935]], "forces_ev_per_angstrom": [[0.0171, -0.1423, -0.3640], [-0.0943, 0.0425, 0.1679], [-0.0784, 0.0344, -0.0632], [0.0039, 0.0458, -0.0234], [-0.0606, 0.0058, 0.1004], [0.0430, -0.0120, -0.0703], [-0.0025, 0.0004, -0.0041], [-0.0067, -0.0070, 0.0055], [0.0289, 0.0181, -0.0014], [-0.0433, -0.0463, -0.0228], [0.0607, -0.0811, -0.0347], [0.0317, 0.0120, 0.0032], [-0.0126, -0.0025, -0.0027], [0.0017, -0.0007, -0.0006], [-0.0021, 0.0033, 0.0035], [0.0018, -0.0052, 0.0249], [-0.0023, 0.0013, -0.0158], [-0.0008, 0.0008, 0.0188], [-0.0064, -0.0032, 0.0115], [0.0077, 0.0124, -0.0080], [0.0074, 0.0055, 0.0140], [-0.0234, -0.0072, 0.0007], [0.0602, 0.0336, 0.0304], [0.0230, 0.0183, -0.0013], [-0.0104, 0.0166, -0.0006], [0.0322, -0.0049, 0.0238], [-0.0169, -0.0102, 0.0152], [0.0090, -0.0141, -0.0036], [0.0001, -0.0011, -0.0012], [-0.0066, 0.0040, -0.0059], [-0.0019, -0.0017, 0.0023], [0.0023, -0.0093, 0.0016], [-0.0097, -0.0118, 0.0004], [0.0105, 0.0124, -0.0053], [0.0783, 0.0674, 0.0007], [0.0101, 0.0021, -0.0076], [-0.0064, 0.0086, -0.0006], [0.0037, 0.0007, 0.0024], [-0.0012, 0.0023, 0.0012], [-0.0002, -0.0001, 0.0025], [0.0045, 0.0124, 0.0023], [0.0059, -0.0051, -0.0091], [0.0014, -0.0004, -0.0015], [0.0014, -0.0022, -0.0001], [0.0019, 0.0018, -0.0017], [0.0034, -0.0002, -0.0023], [-0.0219, -0.0209, -0.0001], [-0.0464, -0.0169, -0.0333], [-0.0078, -0.0325, 0.0577], [-0.0214, 0.0116, 0.0279], [0.0122, 0.0034, -0.0030], [0.0029, 0.0020, -0.0116], [0.0056, -0.0118, 0.0061], [0.0119, -0.0083, -0.0149], [-0.0212, 0.0143, -0.0372], [0.0093, 0.0118, -0.0001], [0.0407, -0.0384, -0.0451], [0.0048, 0.1228, 0.1526], [0.1135, -0.0816, 0.0250], [-0.1362, 0.1031, 0.0490], [-0.0112, -0.0522, 0.0457]]}